# 1
Here is C36H68BCs2FILiN3O17P as an isolated structure in a non-equilibrium geometry from the Open Molecules 2025 dataset. Energies are from ωB97M-V/def2-TZVPD.

XYZ file:
```
131
Properties=species:S:1:pos:R:3
C -2.895 0.328 -1.655
C -2.005 0.935 -0.564
C -0.962 -0.058 -0.032
N 0.325 0.567 0.296
C 1.454 0.467 -0.528
I 0.818 0.503 -2.740
C 2.302 1.799 -0.399
C 1.813 3.052 -1.136
C 2.343 4.373 -0.561
C 3.864 4.520 -0.682
C 4.531 5.387 0.381
O 5.200 4.546 1.325
O 2.959 2.063 0.808
B 2.378 2.453 2.014
O 2.688 3.693 2.503
O 1.600 1.602 2.779
O 3.388 1.368 -1.254
C 3.719 0.034 -1.045
F 3.960 -0.416 -2.385
C 5.099 -0.084 -0.429
C 5.764 -1.455 -0.551
C 7.134 -1.452 0.121
C 2.490 -0.685 -0.356
C 2.898 -0.913 1.115
C 1.815 -1.446 2.073
C 2.291 -2.723 2.762
C 2.289 -2.118 -0.962
C 0.961 -2.723 -1.448
C 0.045 -3.374 -0.429
O 0.765 -4.357 0.336
C -0.074 -5.075 1.141
C -0.563 -4.393 2.376
O -0.392 -6.200 0.849
H -2.333 -0.213 -2.410
H -3.671 -0.298 -1.217
H -3.406 1.165 -2.133
H -1.521 1.830 -0.954
H -2.666 1.218 0.254
H -0.884 -0.917 -0.683
H -1.365 -0.437 0.911
H 0.120 1.558 0.360
H 2.211 3.044 -2.144
H 0.723 3.108 -1.126
H 1.961 4.582 0.433
H 1.912 5.138 -1.211
H 4.375 3.561 -0.658
H 4.102 4.948 -1.657
H 3.791 6.015 0.876
H 5.297 6.002 -0.092
H 5.024 4.876 2.205
H 2.225 3.834 3.333
H 0.697 1.897 2.906
H 5.712 0.586 -1.034
H 5.139 0.308 0.585
H 5.932 -1.646 -1.606
H 5.125 -2.259 -0.182
H 7.583 -0.468 -0.017
H 7.801 -2.136 -0.398
H 7.098 -1.677 1.184
H 3.298 -0.008 1.545
H 3.723 -1.619 1.131
H 0.841 -1.555 1.601
H 1.685 -0.710 2.859
H 3.152 -2.475 3.384
H 2.645 -3.467 2.048
H 1.541 -3.156 3.418
H 2.639 -2.833 -0.219
H 2.998 -2.246 -1.775
H 0.343 -2.103 -2.079
H 1.249 -3.561 -2.088
H -0.502 -2.682 0.208
H -0.707 -3.902 -1.020
H -0.111 -4.875 3.238
H -1.641 -4.518 2.444
H -0.344 -3.331 2.381
N 6.070 -1.045 -4.235
O 5.434 -0.227 -4.962
O 5.970 -2.266 -4.455
O 6.770 -0.618 -3.306
C -0.591 -4.963 -4.472
O -1.000 -4.045 -3.769
N -0.316 -6.200 -4.050
C 0.158 -7.229 -4.954
C -0.491 -6.526 -2.641
H -0.414 -4.829 -5.552
H -0.534 -8.072 -4.965
H 1.140 -7.586 -4.642
H 0.237 -6.827 -5.962
H -1.527 -6.367 -2.340
H 0.140 -5.897 -2.022
H -0.222 -7.565 -2.476
C -2.944 -0.792 -5.600
C -3.826 -0.065 -6.388
C -4.670 -0.729 -7.266
C -4.634 -2.113 -7.350
C -3.750 -2.838 -6.562
C -2.898 -2.180 -5.685
H -2.281 -0.290 -4.906
H -3.855 1.015 -6.318
H -5.355 -0.168 -7.888
H -5.295 -2.628 -8.035
H -3.724 -3.918 -6.634
H -2.188 -2.729 -5.073
C -5.766 4.278 5.137
O -4.866 3.809 4.137
P -4.747 4.420 2.569
O -3.907 3.284 2.035
O -3.943 5.772 2.876
C -2.652 5.654 3.481
O -5.100 5.025 1.004
C -5.534 4.072 0.076
H -5.548 3.734 6.078
H -5.634 5.347 5.319
H -6.802 4.075 4.859
H -2.247 4.652 3.341
H -2.715 5.874 4.546
H -2.004 6.384 3.000
H -6.264 3.411 0.524
H -4.690 3.484 -0.303
H -6.010 4.595 -0.765
Cs -7.765 2.298 0.415
Li 2.759 -0.599 -4.081
O -5.488 3.443 7.883
C -4.948 2.277 8.264
C -4.683 2.241 9.812
O -4.114 1.039 10.189
H -3.958 2.020 7.782
H -5.561 1.360 8.042
H -5.655 2.468 10.280
H -4.081 3.138 10.030
Cs -3.241 -0.597 9.478
```

Output
HOMO level ... -0.189 hartree
Charge ... 0
LUMO level ... -0.0853 Ha

# 2
Here is a 12-piece molecular cluster, H24O12 overall in a non-equilibrium geometry from the Open Molecules 2025 dataset. Energies are from ωB97M-V/def2-TZVPD.

XYZ file:
```
36
Properties=species:S:1:pos:R:3
O -0.490 -0.858 0.596
H -0.335 -0.490 -0.368
H 0.306 -0.722 1.117
O -2.753 0.905 0.791
H -3.353 1.014 0.069
H -2.223 1.663 0.792
O -0.350 -3.629 -0.369
H 0.291 -3.577 0.413
H -1.065 -4.163 -0.011
O -2.025 1.005 2.463
H -1.194 0.845 2.806
H -2.420 1.525 3.218
O -0.347 0.304 -2.383
H 0.295 0.727 -2.923
H -0.862 0.989 -1.918
O 5.219 -0.515 1.304
H 5.701 -0.176 2.073
H 4.332 -0.275 1.287
O -3.056 -1.703 -1.989
H -4.085 -1.745 -2.084
H -2.785 -2.541 -1.639
O 2.125 1.859 -1.733
H 1.949 0.842 -1.610
H 1.287 2.273 -1.727
O 3.957 -1.312 -0.943
H 3.907 -2.243 -0.921
H 4.933 -1.261 -1.049
O 0.583 2.975 1.599
H 0.773 2.610 2.484
H -0.230 2.363 1.438
O -1.478 -2.524 1.213
H -2.154 -2.445 1.891
H -1.918 -2.330 0.356
O -0.909 3.908 -1.589
H -0.990 3.652 -0.667
H -0.636 3.050 -1.987
```

Output
HOMO level ... -0.337 hartree
Charge ... 0
LUMO level ... -0.0048 Ha
Structure (SMILES) ... O.O.O.O.O.O.O.O.O.O.O.O

# 3
Here is one molecule with the formula C2H8N2 in a non-equilibrium geometry from the Open Molecules 2025 dataset. Energies are from ωB97M-V/def2-TZVPD.

XYZ file:
```
12
Properties=species:S:1:pos:R:3
C -0.875 0.738 -1.193
C 0.299 0.591 -0.248
N 0.173 -0.817 0.319
N 0.812 -0.952 1.621
H -1.059 1.775 -1.424
H -0.724 0.166 -2.106
H -1.741 0.286 -0.661
H 0.195 1.273 0.600
H 1.257 0.769 -0.750
H 0.685 -1.440 -0.304
H 0.215 -0.451 2.277
H 0.764 -1.939 1.869
```

Output
HOMO level ... -0.292 hartree
Charge ... 0
LUMO level ... 0.0474 Ha
Structure (SMILES) ... CCNN

# 4
Here is C8H24B2Ca2F10O4 as an isolated structure in a non-equilibrium geometry from the Open Molecules 2025 dataset. Energies are from ωB97M-V/def2-TZVPD.

XYZ file:
```
50
Properties=species:S:1:pos:R:3
Ca 23.027 -12.954 -21.779
Ca 23.820 -9.406 -22.023
B 23.908 -8.750 -19.498
F 23.990 -7.572 -20.269
F 24.048 -8.564 -18.145
F 22.667 -9.362 -19.818
F 24.927 -9.644 -19.974
B 22.304 -13.778 -24.540
F 21.423 -13.336 -23.455
F 22.088 -15.124 -24.721
F 22.088 -13.040 -25.684
F 23.597 -13.498 -23.973
F 24.753 -11.453 -22.123
F 21.975 -10.929 -21.904
C 25.356 -12.255 -17.980
C 24.005 -12.855 -18.323
O 23.473 -12.286 -19.541
H 25.822 -12.849 -17.198
H 25.202 -11.233 -17.625
H 25.970 -12.168 -18.875
H 23.311 -12.644 -17.509
H 24.086 -13.928 -18.486
H 23.323 -11.342 -19.387
C 20.072 -7.252 -21.285
C 21.331 -6.840 -22.006
O 21.977 -7.983 -22.576
H 19.439 -7.810 -21.978
H 19.512 -6.379 -20.953
H 20.343 -7.886 -20.442
H 22.046 -6.366 -21.338
H 21.117 -6.139 -22.821
H 21.301 -8.486 -23.062
C 18.209 -11.052 -24.068
C 19.486 -10.672 -24.814
O 20.336 -9.842 -24.003
H 18.393 -11.333 -23.033
H 17.653 -11.826 -24.595
H 17.565 -10.166 -24.035
H 19.220 -10.086 -25.694
H 20.057 -11.537 -25.160
H 20.806 -10.447 -23.409
C 23.036 -10.002 -26.738
C 23.984 -10.219 -25.579
O 23.359 -9.973 -24.316
H 23.566 -10.137 -27.680
H 22.648 -8.982 -26.711
H 22.192 -10.688 -26.666
H 24.836 -9.535 -25.649
H 24.439 -11.213 -25.593
H 22.570 -10.522 -24.243
```

Output
HOMO level ... -0.388 hartree
Charge ... 0
LUMO level ... -0.0205 Ha

no.,calculated total energy (eV)
1,-99787.6078
2,-24953.7358
3,-5182.5475
4,-82303.0136